Entry 1:
One molecule with the formula C4H11NO, computed with the ωB97M-V functional and the def2-TZVPD basis.

Properties
M in g mol⁻¹: 89.14
Spin multiplicity: 1
HOMO-LUMO gap in eV: 9.82
Electronic energy in hartree: -288.982846
HOMO level in eV: -8.84
ΔE to the lowest compared entry with this formula, charge and spin in kJ/mol: 89.7
SMILES: CC(C)NCO

The geometry in XYZ format:
```
17
Properties=species:S:1:pos:R:3:forces:R:3:mulliken_charge:R:1
O 1.38436 0.39660 1.94127 0.0 0.2 -0.1 -0.558
N -0.20996 1.07409 0.27761 -0.1 0.0 -0.4 -0.309
C 1.16423 1.00506 0.64451 0.2 -0.1 0.7 -0.320
C -0.11741 -0.28473 -1.79145 0.4 0.5 0.3 -1.401
C -0.81366 -0.04396 -0.47341 -0.3 -0.1 0.9 0.380
C -0.95041 -1.32577 0.36859 0.1 0.3 -0.5 -1.315
H 1.70229 0.39558 -0.06805 0.2 0.0 -0.2 0.162
H 0.90695 -0.61464 -1.62611 0.0 -0.4 0.0 0.316
H -1.34463 -1.06016 1.34457 -0.1 -0.2 0.2 0.364
H -0.65403 -1.03926 -2.35847 0.0 0.1 -0.2 0.404
H -1.82977 0.30313 -0.66970 -0.1 0.0 -0.2 0.272
H 1.61801 2.00041 0.67095 -0.1 0.0 -0.1 0.381
H 1.53924 1.10279 2.58223 -0.1 -0.2 -0.2 0.325
H -0.01690 0.66639 -2.31908 -0.3 -0.2 -0.3 0.360
H -0.76102 1.25432 1.10581 -0.1 0.2 0.0 0.238
H -1.63294 -2.02098 -0.12369 0.0 -0.1 0.1 0.426
H 0.01563 -1.80886 0.49442 0.1 -0.1 0.1 0.275
```
Positions in Å, forces in eV/Å.

***

Entry 2:
C4H4NdO5 as an isolated structure in a non-equilibrium geometry, computed with the ωB97M-V functional and the def2-TZVPD basis.

Properties
M in g mol⁻¹: 276.31
Spin multiplicity: 5
HOMO-LUMO gap (spin up / spin down) in eV: 5.04 / 8.13
Electronic energy in hartree: -1091.761174
⟨S²⟩: 6.01
Total charge: +2
HOMO level (spin up / spin down) in eV: -16.25 / -18.59
ΔE to the lowest compared entry with this formula, charge and spin in kJ/mol: 48.6

The geometry in XYZ format:
```
14
Properties=species:S:1:pos:R:3:forces:R:3:lowdin_spin:R:1
Nd 0.40304 2.41210 -0.23024 1.5 -2.1 0.2 3.055
O 1.10061 -0.01537 -0.01752 -0.6 2.8 -0.2 0.039
O 2.43765 1.65649 -0.29014 -1.8 3.6 -0.2 -0.018
O -4.38186 1.69596 -0.40110 1.1 0.7 -0.2 0.001
O 3.34159 -0.41872 -0.14933 -1.8 2.0 0.0 0.002
O -2.18245 2.29732 -0.01901 2.3 0.7 -0.2 0.005
C 2.44747 0.38903 -0.15616 2.4 -5.1 0.2 0.004
C 0.75053 -1.40961 0.03781 0.0 -1.8 0.0 0.119
C -3.29967 2.04048 -0.26066 -2.8 -1.4 0.3 0.002
C -0.66524 -1.54233 0.43659 -0.2 0.1 0.0 0.690
H 1.43246 -1.88100 0.76656 -0.2 0.2 -0.2 0.020
H 0.94462 -1.86033 -0.94501 0.0 0.3 0.3 0.002
H -0.96190 -1.33218 1.46528 0.0 -0.1 -0.3 0.040
H -1.36685 -2.03184 -0.23708 0.1 0.1 0.3 0.039
```
Positions in Å, forces in eV/Å.

***

Entry 3:
One molecule with the formula C22H27N3O5 in a non-equilibrium geometry, computed with the ωB97M-V functional and the def2-TZVPD basis.

Properties
M in g mol⁻¹: 413.47
Spin multiplicity: 1
HOMO-LUMO gap in eV: 8.03
Electronic energy in hartree: -1394.915658
HOMO level in eV: -7.36
ΔE to the lowest compared entry with this formula, charge and spin in kJ/mol: 580.1
SMILES: COc1ccccc1N1CCN(/N=C/c2cc(OC)c(OC(C)=O)c(OC)c2)CC1

The geometry in XYZ format:
```
57
Properties=species:S:1:pos:R:3:forces:R:3:mulliken_charge:R:1
O -6.04682 -1.53322 -0.38340 0.2 0.5 0.2 -0.349
O 5.66786 -0.33763 -1.05717 -0.7 0.0 -0.4 -0.557
O 4.90560 2.15157 -0.45393 -0.1 -0.5 -0.1 -0.405
O 6.56023 0.06425 0.97041 -0.1 0.0 -0.2 -0.552
O 4.03035 -2.42351 -0.73438 0.1 0.5 0.0 -0.421
N -0.33835 -0.42653 1.03312 0.6 -0.2 -0.2 -0.702
N -1.56313 -0.29282 1.48363 -0.6 0.2 0.1 0.731
N -4.30386 -0.08251 1.10605 0.0 0.0 0.2 0.203
C -4.96891 0.53434 0.05266 -0.2 0.0 -0.1 0.998
C -5.87656 -0.21600 -0.73318 0.0 -0.1 0.0 0.509
C -6.55850 0.39106 -1.77324 0.0 -0.2 0.0 -0.469
C 4.38029 -0.11896 -0.57036 0.1 0.1 0.2 1.100
C -2.34463 -1.49117 1.63339 -0.3 -0.1 0.0 -1.027
C 1.81300 0.31112 0.37729 0.9 -0.3 -0.4 -0.055
C 2.23047 -0.98021 0.05470 -0.1 0.0 0.0 -0.840
C -6.39283 1.74177 -2.04388 0.0 0.1 0.0 -0.768
C 6.68627 -0.17686 -0.19883 0.7 0.0 0.5 0.798
C 2.68788 1.38603 0.22359 -0.2 0.0 0.1 -0.880
C 3.20465 -3.55139 -0.58039 -0.2 -0.2 0.0 -0.930
C 3.51526 -1.20628 -0.41034 0.3 0.2 -0.1 0.417
C -2.19241 0.96486 1.83051 0.2 0.1 0.0 -0.344
C 8.00012 -0.34312 -0.91794 -0.2 0.0 0.1 -1.130
C -4.82981 1.88919 -0.23830 0.0 -0.1 0.1 -0.335
C -3.67692 -1.37844 0.88088 0.1 -0.5 0.1 -0.418
C 4.60117 3.46073 -0.04290 -0.1 0.2 0.1 -0.950
C 3.97502 1.17956 -0.24956 0.3 -0.4 -0.2 0.807
C 0.47711 0.54948 0.87823 -0.9 0.4 0.3 -0.590
C -5.53642 2.49058 -1.26633 -0.1 0.1 -0.1 -1.059
C -6.95564 -2.31222 -1.11821 -0.1 -0.1 -0.1 -1.005
C -3.67176 0.70226 2.13451 0.2 0.1 0.0 -1.678
H 4.37280 3.50056 1.02642 0.0 0.0 0.0 0.384
H -1.69557 1.41819 2.70057 0.0 0.1 0.0 0.489
H -7.97355 -1.91297 -1.05816 0.0 0.0 0.0 0.369
H 5.49729 4.04655 -0.24160 -0.1 0.0 0.0 0.242
H -3.75642 0.15471 3.07965 0.0 0.1 0.0 0.356
H 2.34917 2.37682 0.48115 0.0 0.1 0.0 0.424
H -6.93121 -3.29968 -0.65880 0.0 0.0 -0.1 0.246
H 2.89334 -3.68132 0.46086 0.0 0.0 0.0 0.364
H 2.31799 -3.48957 -1.21940 0.0 0.0 0.0 0.363
H -5.40031 3.54387 -1.46032 0.0 0.1 0.0 0.368
H -6.66062 -2.39811 -2.16955 0.0 0.0 0.0 0.393
H 8.20567 0.56856 -1.47523 0.0 0.1 -0.1 0.251
H -2.09609 1.65392 0.98111 0.0 0.0 0.1 0.459
H -7.24661 -0.17810 -2.37773 -0.1 -0.1 0.0 0.385
H -4.15144 2.49836 0.33749 0.1 0.0 0.1 0.315
H 7.93459 -1.16935 -1.61961 0.0 0.0 -0.1 0.327
H 3.81151 -4.40264 -0.88538 -0.1 0.0 0.0 0.230
H -6.94131 2.19463 -2.85528 0.0 0.0 -0.1 0.374
H 8.79442 -0.51089 -0.19724 0.0 0.0 0.0 0.331
H 1.52609 -1.78148 0.19448 0.0 -0.2 0.0 0.627
H -3.49452 -1.50470 -0.19014 0.0 0.0 0.1 0.444
H 3.76345 3.87636 -0.61313 0.0 0.0 0.0 0.342
H -1.75811 -2.31492 1.22602 -0.1 0.1 0.1 0.395
H -2.52622 -1.69454 2.69690 0.0 -0.1 -0.1 0.331
H -4.34294 -2.18436 1.20951 0.2 0.0 -0.1 0.232
H 0.22673 1.58616 1.11116 -0.1 -0.1 0.0 0.343
H -4.20665 1.64403 2.25684 0.1 -0.1 0.1 0.517
```
Positions in Å, forces in eV/Å.

***

Entry 4:
A 13-piece molecular cluster, H26O13 overall in a non-equilibrium geometry, computed with the ωB97M-V functional and the def2-TZVPD basis.

Properties
M in g mol⁻¹: 234.19
Spin multiplicity: 1
HOMO-LUMO gap in eV: 9.12
Electronic energy in hartree: -993.492913
HOMO level in eV: -9.88
ΔE to the lowest compared entry with this formula, charge and spin in kJ/mol: 736.0

The geometry in XYZ format:
```
39
Properties=species:S:1:pos:R:3:forces:R:3:mulliken_charge:R:1
O -0.76137 -3.72555 -1.40499 -1.7 2.0 -2.1 -0.608
O -1.36277 0.84415 1.74710 -2.4 2.9 2.5 -0.553
O 0.13530 -0.15718 1.04068 3.0 -4.5 -1.8 -0.495
O 2.04454 4.01727 -0.80223 0.9 0.6 0.3 -0.595
O -2.83246 3.12430 0.42638 0.3 -1.0 2.4 -0.614
O 2.70854 -4.10470 2.37400 -1.9 2.0 4.0 -0.595
O 0.84461 1.89252 -0.84424 -0.1 -1.7 -0.7 -0.623
O -0.17312 -0.22078 4.76744 -0.6 0.6 -0.4 -0.627
O -3.61468 -1.09765 -2.27532 2.9 0.2 1.2 -0.546
O -1.70186 1.36137 -2.73423 -0.5 -4.0 -1.0 -0.564
O 4.74765 -0.53543 0.01809 -1.6 -0.8 -2.6 -0.564
O -3.61453 1.38927 -1.17828 -1.0 0.5 -0.4 -0.454
O 3.48399 -2.54186 -1.75464 0.6 2.1 -1.3 -0.606
H -2.08610 2.79949 -0.08052 0.0 0.0 -0.4 0.257
H 0.27990 0.34426 5.40339 -0.1 0.0 0.0 0.323
H -2.90649 2.35170 1.08180 0.1 1.9 -1.4 0.322
H 3.12056 -3.23508 -2.29745 -0.3 -0.4 -0.3 0.288
H 0.32716 -1.12202 1.01155 -0.7 0.2 0.4 0.218
H 3.04520 -4.50441 1.65525 1.9 -2.2 -4.0 0.299
H -4.39507 1.64977 -1.72251 0.8 -0.9 0.9 0.220
H -1.06627 -2.94220 -0.92202 0.5 -0.4 1.0 0.289
H 2.48956 3.17392 -0.60321 -0.6 0.6 -0.2 0.343
H -0.97152 0.28509 4.50905 0.7 -0.4 0.4 0.300
H 3.80974 -0.40598 -0.25471 1.0 -0.7 -0.6 0.275
H -1.21533 0.72200 -2.17921 -0.4 0.5 -0.5 0.249
H 1.16733 4.00989 -0.40625 0.4 0.2 -0.2 0.331
H -3.07736 -1.90509 -2.24926 -0.9 -0.6 -0.4 0.237
H 4.65309 -0.09375 0.80960 0.7 1.6 3.2 0.285
H 0.71776 2.42869 -0.05144 -0.5 -1.2 0.2 0.312
H -2.11503 0.46158 2.19961 -0.1 0.1 0.7 0.250
H -1.21287 -3.38083 -2.24884 1.3 -1.6 1.0 0.336
H 0.98685 0.06799 0.74800 2.5 1.2 -0.6 0.222
H -2.85811 -0.53458 -1.90465 -2.1 0.0 -1.1 0.261
H -3.75615 0.57852 -0.69605 -1.0 -0.1 -0.1 0.303
H -1.27851 2.13480 -2.54801 1.8 3.5 0.7 0.308
H 0.59839 0.93752 -0.74631 -0.2 1.7 0.5 0.262
H -0.57298 0.92704 2.36326 -2.2 -0.4 -0.9 0.331
H 2.67726 -3.17005 2.17776 0.1 0.2 -0.1 0.298
H 3.73513 -1.82404 -2.42859 -0.4 -1.7 1.5 0.325
```
Positions in Å, forces in eV/Å.

***

Entry 5:
C30H27N9O2PdS as an isolated structure, computed with the ωB97M-V functional and the def2-TZVPD basis.

Properties
M in g mol⁻¹: 684.09
Spin multiplicity: 3
HOMO-LUMO gap (spin up / spin down) in eV: 6.87 / 6.20
Electronic energy in hartree: -2328.544899
⟨S²⟩: 2.01
HOMO level (spin up / spin down) in eV: -6.98 / -6.88
ΔE to the lowest compared entry with this formula, charge and spin in kJ/mol: 534.8

The geometry in XYZ format:
```
70
Properties=species:S:1:pos:R:3:forces:R:3:lowdin_spin:R:1
Pd -1.39447 -0.41756 0.74224 0.0 0.0 -0.2 1.309
S -0.85799 -1.29274 -2.38230 -0.1 0.0 0.1 0.012
O 0.43835 -1.21814 -3.00478 0.0 0.0 0.0 0.005
O -1.24166 -2.46348 -1.62947 0.1 0.0 -0.1 0.015
N 1.09368 0.83128 -0.79002 0.1 0.0 0.3 0.003
N 0.33018 2.00342 -2.35997 0.1 -0.1 0.0 0.001
N 0.49334 -0.91357 1.52917 0.1 -0.2 0.0 0.194
N -1.13207 1.78641 0.88474 0.1 0.0 0.0 0.129
N -4.88563 -0.55518 -6.68190 0.0 0.0 0.0 0.001
N -2.16625 -1.04362 2.63631 0.0 0.0 0.0 0.061
N -1.34426 -1.10182 3.69808 0.0 0.1 0.0 0.004
N -1.11878 -0.02750 -1.40823 0.1 -0.1 0.0 0.062
N -1.05075 2.02470 -0.47200 0.0 -0.1 0.1 0.009
C 1.53445 1.72669 6.51311 0.0 0.0 0.0 0.004
C 2.01474 0.30749 3.01180 0.0 0.0 0.0 0.022
C -0.01423 3.36711 -1.86808 0.0 0.0 0.0 0.004
C -0.00354 2.46697 1.36852 0.0 0.0 0.0 0.000
C -3.20601 -1.81824 2.92039 0.0 0.0 0.0 0.010
C -4.11843 -1.72344 -4.70444 0.0 0.0 0.0 0.000
C 2.39613 -2.23074 0.87191 0.0 0.0 0.0 0.009
C 1.56364 -1.13347 0.63532 -0.1 0.0 0.0 0.015
C -2.05155 -1.09156 -3.66489 0.0 0.0 0.0 0.001
C 3.70380 -1.77428 -1.09557 0.0 0.0 0.0 0.004
C -3.18420 -1.88832 -3.69573 0.0 0.0 0.0 0.001
C 2.25391 0.93192 4.21730 0.0 0.0 0.0 -0.003
C -3.06534 -2.38279 4.19094 0.0 0.0 0.0 0.004
C 0.91506 3.21503 0.69094 0.0 0.0 0.0 0.046
C 2.87109 -0.69963 -1.34541 0.0 0.0 0.0 -0.002
C -3.92812 -0.75758 -5.69227 0.0 0.0 0.0 0.001
C 1.20461 3.34197 -0.80225 -0.1 0.0 0.1 0.006
C -1.12852 3.20277 -0.94113 0.0 0.0 0.0 -0.001
C -1.85840 -1.90377 4.64980 0.0 0.0 0.0 -0.001
C 1.56551 1.97227 -1.50734 0.0 0.0 -0.1 0.004
C 0.09665 0.32706 4.98732 0.0 0.0 0.0 -0.004
C 1.82567 -0.34836 -0.48938 0.1 0.0 -0.1 0.005
C 1.29446 0.97962 5.23007 0.0 0.0 0.0 0.022
C 4.78917 -2.15169 -2.06551 0.0 0.0 0.0 0.001
C -2.78112 0.04141 -5.64665 0.0 0.0 0.0 0.000
C -0.21947 1.03199 -1.32566 -0.3 0.1 -0.1 0.006
C -0.13875 -0.33867 3.79173 -0.1 -0.1 0.0 0.020
C -1.84861 -0.12707 -4.64319 0.0 0.0 0.0 0.001
C 3.45544 -2.53582 0.04410 0.0 0.0 0.0 0.001
C 0.79148 -0.33903 2.73189 0.0 0.1 0.0 0.009
H -3.73625 -3.05552 4.69387 0.0 0.0 0.0 0.001
H 4.08355 -3.39038 0.26859 0.0 0.0 0.0 0.000
H -3.99520 -1.94084 2.19742 0.0 0.0 0.0 0.002
H 5.61003 -2.66228 -1.56119 0.0 0.0 0.0 0.000
H 2.53751 1.90791 -1.98916 0.0 0.0 0.0 0.000
H 2.59730 1.76055 6.75349 0.0 0.0 0.0 0.000
H -5.48412 -1.34352 -6.86740 0.0 0.0 0.0 0.000
H 1.18103 2.75862 6.44822 0.0 0.0 0.0 0.002
H -0.68185 0.32492 5.74251 0.0 0.0 0.0 -0.001
H 1.93331 4.13075 -0.97183 0.0 0.0 0.0 0.000
H 2.77617 0.31396 2.24325 0.0 0.0 0.0 0.001
H 1.01762 1.25652 7.35054 0.0 0.0 0.0 0.000
H -2.62596 0.79381 -6.41120 0.0 0.0 0.0 0.000
H -0.04067 4.15150 -2.61620 0.0 0.0 0.0 0.000
H 4.40305 -2.82467 -2.83430 0.0 0.0 0.0 0.000
H 1.64896 3.69896 1.32223 0.0 0.0 0.0 0.003
H -3.32013 -2.64274 -2.93292 0.0 0.0 0.0 0.000
H -4.54708 -0.12580 -7.52740 0.0 0.0 0.0 0.000
H 3.21217 1.41581 4.37290 0.0 0.0 0.0 -0.001
H 3.00700 -0.12993 -2.25593 0.0 0.0 0.0 0.000
H 5.19410 -1.27481 -2.57126 0.0 0.0 0.0 0.000
H -0.95537 0.48574 -4.61438 0.0 0.0 0.0 0.000
H -1.32049 -2.07656 5.56540 0.0 0.0 0.0 0.000
H 0.08235 2.40314 2.44775 0.0 0.0 0.0 -0.001
H 2.18531 -2.84029 1.74224 0.0 0.0 0.0 0.000
H -5.00266 -2.34938 -4.73050 0.0 0.0 0.0 0.000
H -1.65293 3.97448 -0.39427 0.0 0.0 0.0 0.000
```
Positions in Å, forces in eV/Å.